1.
{
  "formula": "C2H8CoN2O11P2S2",
  "method": "the ωB97M-V functional and the def2-TZVPD basis",
  "species": ["Co", "S", "S", "P", "P", "O", "O", "O", "O", "O", "O", "O", "O", "O", "O", "O", "N", "N", "C", "C", "H", "H", "H", "H", "H", "H", "H", "H"],
  "xyz": [[-1.274, 0.959, 0.718], [-0.793, 3.935, 0.515], [-3.801, 0.967, 0.659], [-0.334, -1.704, -0.088], [1.688, 0.666, 0.236], [-0.782, -1.014, -1.480], [0.635, 1.101, 1.237], [-4.496, 2.145, 0.235], [-1.026, -0.988, 1.048], [-4.600, -0.148, 1.063], [-0.277, -3.174, -0.229], [-2.742, 1.325, 1.748], [-2.715, 0.553, -0.379], [3.130, 0.858, 0.474], [1.308, 1.230, -1.233], [-0.615, 5.069, -0.381], [-0.978, 2.604, -0.124], [1.991, -1.479, -1.380], [1.425, -1.148, -0.011], [2.166, -1.937, 1.056], [2.034, -3.010, 0.908], [1.673, -0.737, -2.016], [-1.662, -0.594, -1.398], [3.221, -1.660, 1.070], [1.607, -2.381, -1.682], [3.010, -1.491, -1.356], [1.745, -1.675, 2.026], [0.463, 1.729, -1.236]],
  "lowdin_charge": [0.5436, 0.8107, 0.3919, 0.3203, 0.3171, -0.1493, -0.3263, -0.2889, -0.2931, -0.2807, -0.2879, -0.3374, -0.3861, -0.2862, -0.1709, -0.5406, -0.4135, 0.1804, -0.5106, -0.0832, 0.0783, 0.1346, 0.0549, 0.0768, 0.1504, 0.1614, 0.0988, 0.0354],
  "charge": -1,
  "gap_ev": [8.67, 8.78],
  "e_above_lowest_kj_mol": 66.46,
  "max_force_ha_per_bohr": 0.02298
}



2.
{
  "formula": "C4H4O3",
  "method": "the ωB97M-V functional and the def2-TZVPD basis",
  "species": ["O", "O", "O", "C", "C", "C", "C", "H", "H", "H", "H"],
  "xyz": [[0.301, 0.506, 1.794], [2.643, 1.078, 0.196], [-0.371, -1.794, -0.447], [-1.613, 0.276, -0.536], [-0.468, -0.624, -0.149], [0.610, 0.007, 0.738], [2.067, 0.022, 0.269], [-2.430, 0.154, 0.183], [2.546, -0.940, 0.005], [-1.309, 1.328, -0.527], [-1.976, -0.011, -1.526]],
  "lowdin_charge": [0.1500, 0.0990, 0.1161, 0.0059, -0.3686, -0.2743, -0.1497, 0.1015, 0.1354, 0.0921, 0.0924],
  "gap_ev": 8.95,
  "e_above_lowest_kj_mol": 141.82,
  "smiles": "CC(=O)C(=O)C=O",
  "max_force_ha_per_bohr": 0.01224
}



3.
{
  "formula": "C18H16F6N8O6RbS3",
  "method": "the ωB97M-V functional and the def2-TZVPD basis",
  "species": ["Rb", "S", "S", "S", "F", "F", "F", "F", "F", "F", "O", "O", "O", "O", "O", "O", "N", "N", "N", "N", "N", "N", "N", "N", "C", "C", "C", "C", "C", "C", "C", "C", "C", "C", "C", "C", "C", "C", "C", "C", "C", "C", "H", "H", "H", "H", "H", "H", "H", "H", "H", "H", "H", "H", "H", "H", "H", "H"],
  "xyz": [[0.244, 0.208, -1.182], [1.863, -0.977, -4.283], [3.260, 1.113, -3.078], [1.590, 2.464, 1.541], [1.774, -2.202, -1.884], [1.867, 2.702, -4.688], [3.657, -2.450, -2.934], [2.690, 3.689, -2.955], [0.961, 2.415, -2.738], [1.906, -3.533, -3.579], [1.886, -1.628, -5.553], [0.622, -0.510, -3.741], [-2.287, 4.222, -0.655], [-1.699, 1.882, -0.377], [4.546, 1.706, -3.248], [2.834, 0.594, -1.808], [2.454, -0.074, 2.073], [3.787, 0.200, 3.802], [3.249, 1.389, 3.385], [-0.308, -2.750, 0.425], [3.029, 0.079, -4.249], [-1.991, -0.449, 0.710], [1.765, -0.677, 1.044], [-2.895, 0.500, 1.032], [3.292, -0.672, 2.994], [-2.315, -4.058, 0.468], [-3.526, 2.801, 0.804], [-2.624, 1.675, 0.462], [-5.187, 4.960, 1.394], [-1.637, -2.833, 0.609], [-1.611, -5.189, 0.118], [2.118, 2.567, -3.383], [2.422, 1.283, 2.320], [2.336, -2.364, -3.100], [0.355, -3.854, 0.089], [-0.237, -5.090, -0.081], [-4.587, 2.662, 1.698], [3.581, -2.126, 3.012], [-2.410, -1.647, 0.902], [-5.418, 3.725, 1.998], [-3.299, 4.044, 0.205], [-4.141, 5.119, 0.508], [-2.121, -6.135, -0.011], [-3.939, 6.068, 0.028], [-5.830, 5.804, 1.618], [0.362, -5.944, -0.365], [-1.829, 3.336, -0.690], [1.425, -3.743, -0.056], [2.395, -1.200, 0.447], [-4.741, 1.689, 2.144], [4.234, -2.352, 3.850], [2.657, -2.700, 3.107], [-3.432, -1.821, 1.245], [4.074, -2.429, 2.087], [-6.238, 3.598, 2.693], [3.472, 2.250, 3.852], [-3.386, -4.087, 0.615], [0.981, -1.249, 1.357]],
  "lowdin_charge": [1.0235, 0.5701, 0.5793, 0.6341, 0.0420, 0.1376, 0.1354, 0.1459, 0.0649, 0.1337, -0.2693, -0.4165, 0.0543, -0.1764, -0.2648, -0.4264, -0.0965, 0.1034, 0.0078, 0.0868, -0.2937, -0.0291, 0.0343, 0.0297, -0.3493, -0.0289, -0.0826, -0.4363, -0.1056, -0.2630, -0.0742, -0.6568, -0.8356, -0.6367, -0.1551, -0.0716, -0.0396, -0.0059, -0.1360, -0.1141, -0.2728, -0.0236, 0.1036, 0.1096, 0.0931, 0.0986, 0.0344, 0.0988, 0.0837, 0.0995, 0.0800, 0.0822, 0.1101, 0.0832, 0.0873, 0.1401, 0.1070, 0.0665],
  "charge": -1,
  "gap_ev": 6.96,
  "e_above_lowest_kj_mol": 65.82,
  "max_force_ha_per_bohr": 0.02060
}